Density functional theory data (ωB97M-V with the def2-TZVPD basis set) for a gas-phase ion, C4H12N2OPS (charge +1).

Properties
Charge: +1
Energy above the lowest of the compared OMol25 structures with the same formula, charge and spin: 123.1 kJ/mol
SMILES: C=N[P@](O)(=S)CCC[NH3+]
Total energy: -1083.65539 Ha
Highest occupied orbital energy: -11.96 eV
Max |F|: 4.716 eV Å⁻¹
HOMO-LUMO gap: 0.30075 Eh

Last columns: bonded neighbours and bond lengths (Å).
Element x y z (Å)
1 C -1.1471 -2.5740 2.1314  N5 1.261, H10 1.113, H11 1.167
2 C 0.3526 0.8800 -0.6194  C3 1.469, C4 1.621, H12 1.003, H13 1.089
3 C 1.7957 1.0213 -0.3850  C2 1.469, N6 1.560, H14 1.046, H15 1.062
4 C -0.1434 -0.6294 -0.9420  C2 1.621, P8 1.852, H16 1.042, H17 1.044
5 N -1.1708 -1.4268 1.6093  C1 1.261, P8 1.779
6 N 2.0070 2.5605 -0.2447  C3 1.560, H18 1.012, H19 0.990, H20 1.063
7 O -2.4857 0.0922 -0.0216  P8 1.650, H21 0.990
8 P -1.6421 -1.3229 -0.1031  C4 1.852, N5 1.779, O7 1.650, S9 1.930
9 S -2.5142 -2.7764 -1.0270  P8 1.930
10 H -1.0733 -2.6564 3.2392  C1 1.113
11 H -1.2849 -3.5321 1.4793  C1 1.167
12 H -0.1478 1.0873 0.2252  C2 1.003
13 H 0.0640 1.5094 -1.4606  C2 1.089
14 H 2.3389 0.8697 -1.2657  C3 1.046
15 H 2.1410 0.5758 0.5146  C3 1.062
16 H -0.3451 -0.8489 -1.9399  C4 1.042
17 H 0.5804 -1.3357 -0.6840  C4 1.044
18 H 2.7115 2.7342 -0.9505  N6 1.012
19 H 2.3439 2.9261 0.6117  N6 0.990
20 H 1.0459 3.0090 -0.3212  N6 1.063
21 H -3.4265 -0.1629 0.1539  O7 0.990